Computed, not measured: a 2-piece molecular cluster, C19H11N2O7 overall at a distorted geometry, with the ωB97M-V functional and the def2-TZVPD basis.

Its strongest force on any atom is 2.6 eV/Å. Its frontier orbital gap is 4.308 eV. Its charge is -1.

Each line ends with the Mulliken charge.
Cartesian coordinates (Å):
N -1.57033 -1.14597 3.10261  -0.491
C -0.96532 -1.27871 2.13937  0.429
O -0.08385 -1.19769 1.19248  -0.262
C 0.07333 -0.00066 0.61715  0.537
C -0.22758 1.25809 1.09991  -0.350
C 0.02231 2.32368 0.27307  0.610
C -0.29994 3.74424 0.65522  -0.089
O 0.43227 4.38883 1.33009  -0.500
O -1.44750 4.25269 0.13257  -0.409
C -2.50206 3.32646 0.06151  0.355
C -2.76699 2.62435 -1.08874  -0.142
C -3.80085 1.70661 -1.14346  -0.626
C -4.57540 1.51253 -0.01309  -0.479
C -4.32220 2.24893 1.12628  -0.444
C -3.28677 3.16092 1.18579  -0.386
C 0.58220 2.13440 -0.99037  -0.673
C 0.86397 0.85494 -1.39267  -0.422
N 0.60002 -0.16565 -0.58358  0.157
H -0.66819 1.39213 2.07505  0.488
H -2.14827 2.77900 -1.96172  0.461
H -3.95670 1.15964 -2.05798  0.421
H -5.37025 0.78373 -0.03183  0.417
H -4.92105 2.11918 2.01504  0.371
H -3.06118 3.74877 2.06240  0.472
H 0.75793 2.98280 -1.63003  0.542
H 1.28323 0.67223 -2.36776  0.483
H 0.80341 -1.21441 -0.91053  0.361
C 3.23128 -3.41240 -1.77740  -0.745
C 4.41339 -4.10318 -1.41426  0.272
C 4.55052 -4.42617 0.10186  0.393
O 5.49605 -5.07881 0.53734  -0.707
C 3.53281 -3.92674 0.98602  -0.768
C 2.39138 -3.25728 0.59944  0.537
C 2.22125 -3.01925 -0.91982  0.800
O 1.16813 -2.43495 -1.36746  -0.937
O 1.45978 -2.78602 1.31437  -0.735
O 5.31189 -4.45151 -2.17502  -0.691
H 3.06878 -3.15247 -2.82063  0.353
H 3.71053 -4.12227 2.03877  0.396

Computed, not measured: C32H26Cl3N2P2Pd as an isolated structure at a distorted geometry, with the ωB97M-V functional and the def2-TZVPD basis.

Its strongest force on any atom is 1.8 eV/Å. Its frontier orbital gap is 5.406 eV. The value obtained for the energy above the lowest of the compared OMol25 structures with the same formula, charge and spin is 61.2 kcal per mole. Its charge is +1.

Each line ends with the Mulliken charge.
Cartesian coordinates (Å):
Pd -0.12472 -0.40110 -0.45318  -0.409
C 2.34033 1.42651 -1.54771  -0.812
P 2.15288 -0.02354 -0.50917  1.734
C 2.65707 0.46484 1.14643  0.269
C 3.95966 0.91012 1.37342  -0.284
C 4.33295 1.32481 2.63815  -0.841
C 3.41250 1.29822 3.68098  -0.496
C 2.11690 0.86163 3.45838  -0.770
C 1.73733 0.44338 2.19153  -0.079
C 3.42524 -1.13964 -1.13324  0.912
C 4.21184 -1.88294 -0.25059  -0.472
C 5.22975 -2.68493 -0.73814  -0.750
C 5.46633 -2.75712 -2.10500  -0.525
C 4.66757 -2.04466 -2.98958  -0.890
C 3.63873 -1.25124 -2.51014  -0.270
C 1.14252 2.23717 -1.31759  -0.313
C 0.97067 3.56410 -1.44543  -1.158
C -0.36237 3.85041 -1.05155  -1.011
C -0.95733 2.69205 -0.69365  -0.053
C -2.32500 2.52087 -0.13526  -1.066
P -2.31074 1.12893 1.01783  0.480
C -4.01215 1.21053 1.68914  0.688
C -5.05297 0.36689 1.31188  -0.247
C -6.30557 0.49132 1.89794  -0.775
C -6.53025 1.46070 2.86248  -0.462
C -5.49636 2.30340 3.24870  -0.657
C -4.24354 2.17157 2.67340  -0.517
C -2.46338 -0.26638 -0.17601  -0.555
C -2.87560 -0.19219 -1.52065  0.460
C -3.08534 -1.34089 -2.26386  -0.979
C -2.88935 -2.59120 -1.68972  -0.554
C -2.45277 -2.69407 -0.37566  -0.751
C -2.22409 -1.54097 0.36848  0.090
N -0.03254 1.67475 -0.86279  0.525
H 2.43356 1.11321 -2.59144  0.568
H 3.26260 1.94330 -1.27602  0.526
H 4.68251 0.93028 0.56628  0.440
H 5.34255 1.67064 2.81297  0.418
H 3.70981 1.62432 4.66854  0.411
H 1.39743 0.85146 4.26568  0.452
H 0.71633 0.12275 2.01563  0.199
H 4.04625 -1.81598 0.81720  0.499
H 5.84707 -3.24455 -0.04839  0.433
H 6.27359 -3.37177 -2.48124  0.415
H 4.84278 -2.10833 -4.05508  0.439
H 3.01941 -0.71089 -3.21230  0.271
H 1.72559 4.25308 -1.78910  0.513
H -0.85483 4.80990 -1.03533  0.517
H -3.07875 2.36805 -0.91261  0.334
H -2.63951 3.40471 0.41941  0.596
H -4.89945 -0.39253 0.55421  0.306
H -7.10742 -0.17005 1.59652  0.403
H -7.50716 1.55797 3.31674  0.382
H -5.66404 3.05643 4.00724  0.393
H -3.43582 2.81946 2.99704  0.398
H -3.05692 0.76973 -1.97904  0.404
H -3.40539 -1.26228 -3.29389  0.450
H -3.07155 -3.48504 -2.27183  0.429
H -2.29855 -3.66444 0.07777  0.635
H -1.96642 -1.61728 1.42168  0.507
Cl 0.74436 -3.25064 0.13687  -0.006
C 0.74673 -3.85596 -1.55539  1.067
Cl -0.54795 -5.03206 -1.77273  -0.062
Cl 2.29514 -4.57364 -1.94528  -0.027
C 0.47610 -2.67956 -2.38918  -0.444
N 0.25378 -1.65168 -2.85472  -0.330

Computed, not measured: C22H39BrNO10P2Ta as an isolated structure, with the ωB97M-V functional and the def2-TZVPD basis.

Its strongest force on any atom is 0.4 eV/Å. Its frontier orbital gap is 6.602 eV. Its charge is +2.

Each line ends with the Mulliken charge.
Cartesian coordinates (Å):
Ta 0.28328 0.43350 0.52418  3.265
C -1.81657 0.91807 -4.85296  -1.277
C -2.07908 1.20201 -3.39776  -0.119
O -0.82315 1.22697 -2.63086  -0.234
P -0.08284 -0.00544 -1.99607  -0.363
O 1.34231 -0.12930 -2.64452  0.031
C 1.57294 -0.53815 -4.04119  -0.070
C 3.05856 -0.67211 -4.24131  -1.282
O -0.91522 -1.25076 -2.41689  -0.071
C -1.36664 -2.46184 -1.71276  0.127
C -2.30709 -3.19016 -2.63341  -1.369
H -2.75706 0.96963 -5.40210  0.429
H -1.40621 -0.08272 -4.98934  0.280
H -1.13763 1.65511 -5.28001  0.320
H -2.73372 0.45650 -2.94784  0.223
H -2.49808 2.19304 -3.24295  0.402
H 1.13971 0.23089 -4.68000  0.253
H 1.05046 -1.48034 -4.20108  0.289
H 3.56607 0.27586 -4.06588  0.310
H 3.25642 -0.97376 -5.26937  0.438
H 3.47396 -1.43120 -3.57941  0.297
H -1.84658 -2.14481 -0.79006  0.113
H -0.48043 -3.04699 -1.47487  0.268
H -3.16175 -2.56766 -2.89558  0.311
H -2.67917 -4.08011 -2.12537  0.426
H -1.80219 -3.50660 -3.54450  0.336
C 2.60654 2.58531 -1.09911  -1.268
C 1.77473 1.79061 -0.18780  0.578
O 1.62579 1.96482 1.02149  -0.504
H 3.50049 2.95734 -0.59880  0.441
H 1.99514 3.45155 -1.38186  0.452
H 2.83867 2.02714 -2.00142  0.094
Br -5.09018 5.66742 1.10249  -0.084
C -4.78113 3.83753 0.83943  -0.150
C -5.86236 2.96372 0.66977  -0.147
N -5.72671 1.65626 0.47824  -0.590
C -4.50753 1.15113 0.44701  -0.391
C -3.36610 1.94523 0.60266  0.159
C -3.50487 3.32403 0.80669  -0.515
C -2.06582 1.33998 0.55718  1.029
O -1.83912 0.10040 0.38845  -0.754
O -0.96364 2.02923 0.69258  -0.704
H -6.87457 3.35067 0.69086  0.423
H -4.41752 0.08172 0.29394  0.606
H -2.63766 3.95795 0.93233  0.644
C 4.30888 -0.08690 0.38518  -1.235
C 3.64235 -1.23623 1.10438  1.377
C 3.36005 -2.40050 0.17785  -1.354
C 4.37210 -1.63889 2.36700  -1.761
O 2.29942 -0.64801 1.57769  -0.251
P 1.08105 -1.57779 2.08437  0.426
O 1.29200 -2.80507 2.81259  -0.802
O 0.28798 -1.53378 0.69525  -0.560
O 0.27633 -0.31852 2.72305  0.000
C -0.50997 -0.27710 4.07157  1.389
C -1.27221 1.02420 3.98716  -1.435
C 0.55238 -0.27832 5.14476  -1.668
C -1.41073 -1.48936 4.09745  -1.541
H 5.32122 -0.38660 0.11386  0.585
H 4.37719 0.79356 1.02348  0.347
H 3.78333 0.14830 -0.54342  -0.038
H 4.31305 -2.77778 -0.19482  0.504
H 2.76236 -2.08879 -0.68109  0.102
H 2.86315 -3.22083 0.69628  0.428
H 5.35925 -2.01596 2.09762  0.470
H 3.84149 -2.43084 2.89305  0.397
H 4.50324 -0.78260 3.02732  0.383
H -0.60850 1.86536 3.78633  0.347
H -1.75133 1.20305 4.95014  0.599
H -2.06460 0.97115 3.23858  0.217
H 1.19998 0.59302 5.05727  0.356
H 1.14897 -1.18955 5.10018  0.402
H 0.06729 -0.24903 6.12098  0.484
H -2.05512 -1.51599 3.21739  0.278
H -2.05169 -1.41678 4.97716  0.468
H -0.84340 -2.41506 4.16915  0.432

Among the records above, which one has the highest strongest force on any atom? C19H11N2O7

Which of these has the highest frontier orbital gap? C22H39BrNO10P2Ta